{
  "formula": "C20H27ClN3Rh",
  "method": "ωB97M-V/def2-TZVPD",
  "charge": 2,
  "e_above_lowest_kj_mol": 0.0,
  "homo_lumo_gap_ev": 5.58,
  "multiplicity": 1,
  "homo_energy_ev": -14.77,
  "max_force_ev_per_a": 0.46,
  "elements": ["Rh", "C", "C", "C", "C", "C", "C", "C", "C", "N", "C", "C", "C", "C", "N", "C", "C", "C", "C", "C", "C", "C", "C", "H", "H", "H", "H", "H", "H", "H", "H", "H", "H", "H", "H", "H", "H", "H", "H", "H", "H", "H", "H", "H", "H", "H", "H", "Cl", "N", "H", "H", "H"],
  "positions_angstrom": [[-0.619, 1.197, 0.363], [-2.877, -0.476, -2.219], [-3.218, -1.083, -0.883], [-4.495, -1.573, -0.636], [-4.815, -2.145, 0.584], [-3.863, -2.250, 1.591], [-2.571, -1.784, 1.397], [-1.509, -1.935, 2.449], [-2.281, -1.210, 0.147], [-0.968, -0.685, -0.052], [0.019, -1.326, -0.579], [-0.091, -2.720, -1.068], [1.313, -0.580, -0.658], [2.523, -1.212, -1.243], [1.243, 0.609, -0.185], [2.375, 1.479, -0.095], [3.396, 1.198, 0.819], [3.380, 0.020, 1.755], [4.459, 2.094, 0.868], [4.497, 3.208, 0.049], [3.454, 3.467, -0.836], [2.367, 2.615, -0.914], [1.260, 2.878, -1.897], [-3.738, 0.045, -2.632], [-2.602, -1.251, -2.938], [-2.050, 0.236, -2.173], [-5.247, -1.502, -1.412], [-5.817, -2.516, 0.754], [-4.123, -2.710, 2.536], [-1.924, -2.372, 3.354], [-1.053, -0.980, 2.715], [-0.706, -2.593, 2.106], [-1.012, -3.193, -0.738], [0.772, -3.297, -0.732], [-0.065, -2.726, -2.163], [2.260, -1.843, -2.091], [3.012, -1.848, -0.498], [3.239, -0.453, -1.553], [2.404, -0.459, 1.830], [3.658, 0.341, 2.758], [4.113, -0.730, 1.449], [5.263, 1.911, 1.570], [5.336, 3.888, 0.103], [3.488, 4.340, -1.473], [1.430, 3.824, -2.409], [0.267, 2.976, -1.439], [1.197, 2.100, -2.662], [0.093, 1.524, 2.390], [-2.534, 1.799, 1.050], [-3.164, 2.067, 0.295], [-2.481, 2.590, 1.690], [-2.996, 1.044, 1.554]],
  "forces_ev_per_a": [[0.12, 0.12, -0.29], [-0.06, -0.05, 0.00], [0.05, 0.08, 0.05], [-0.02, 0.04, -0.05], [-0.01, -0.02, 0.05], [-0.04, 0.00, -0.01], [0.13, 0.00, -0.12], [-0.01, -0.01, 0.00], [-0.21, -0.06, 0.13], [0.34, 0.25, 0.19], [-0.13, -0.21, 0.06], [0.03, -0.02, 0.01], [0.03, -0.11, -0.04], [0.04, 0.04, 0.09], [-0.31, 0.09, -0.22], [0.10, 0.07, 0.08], [-0.12, 0.00, -0.03], [0.00, -0.04, -0.03], [0.01, 0.06, -0.03], [-0.08, -0.02, -0.04], [0.12, 0.05, 0.06], [-0.03, -0.02, 0.06], [-0.01, 0.03, -0.18], [0.00, 0.00, -0.01], [0.03, 0.02, 0.00], [0.03, 0.03, -0.01], [0.01, 0.00, 0.00], [0.00, 0.00, 0.00], [0.00, 0.00, 0.00], [-0.01, 0.00, -0.01], [0.01, 0.02, 0.01], [0.00, 0.00, 0.01], [0.00, 0.00, 0.00], [-0.02, -0.02, 0.01], [0.00, 0.03, 0.00], [-0.01, 0.01, -0.01], [-0.02, -0.01, 0.00], [0.00, 0.01, 0.01], [0.01, 0.01, 0.00], [0.01, 0.00, 0.00], [0.00, -0.01, 0.00], [0.00, 0.01, -0.01], [0.00, 0.00, 0.00], [0.01, 0.00, 0.01], [0.01, -0.02, -0.03], [-0.02, -0.05, 0.14], [-0.01, 0.00, 0.01], [0.04, -0.22, 0.31], [-0.08, -0.08, -0.28], [-0.04, 0.02, 0.05], [0.06, 0.00, 0.02], [0.05, -0.02, 0.01]],
  "mulliken_charge": [0.212, -1.522, 1.553, -0.896, -0.854, -1.113, 1.372, -0.963, -1.492, 0.618, 0.756, -1.824, 0.825, -1.934, 0.696, 0.041, 1.340, -1.791, -0.744, -0.930, -1.032, 1.222, -1.243, 0.509, 0.311, 0.199, 0.525, 0.469, 0.486, 0.468, 0.149, 0.254, 0.403, 0.498, 0.443, 0.572, 0.367, 0.403, 0.243, 0.516, 0.346, 0.515, 0.440, 0.436, 0.447, 0.190, 0.311, -0.229, -0.494, 0.316, 0.369, 0.243]
}